1.
This record from the Open Molecules 2025 dataset describes a structure of composition C32H24N11O2PrS in a non-equilibrium geometry. The level of theory is ωB97M-V/def2-TZVPD.

CARTESIAN COORDINATES (ANGSTROEM)
Pr -0.25 -1.53 -0.11
C -1.11 -0.07 4.22
C -0.01 -0.43 4.96
C 1.22 -0.57 4.32
C 1.23 -0.75 2.91
N 0.03 -0.77 2.25
C -1.06 -0.26 2.88
N 2.46 -0.89 2.36
C 2.83 -0.71 1.09
N 2.04 -0.72 -0.02
C 2.83 -0.49 -1.12
N 2.51 -0.55 -2.38
C 1.29 -0.57 -3.00
C 1.34 -0.81 -4.40
C 0.23 -1.25 -5.05
C -1.03 -1.08 -4.46
C -1.05 -0.71 -3.13
N 0.07 -0.52 -2.39
C 4.23 -0.35 -0.69
C 5.36 0.02 -1.38
C 6.57 0.15 -0.69
C 6.57 -0.05 0.68
C 5.41 -0.38 1.36
C 4.24 -0.54 0.69
H -2.04 0.24 4.64
H -0.05 -0.55 6.04
H 2.16 -0.68 4.89
H -1.94 -0.09 2.30
H 2.31 -0.75 -4.89
H 0.31 -1.66 -6.11
H -1.90 -1.30 -5.05
H -2.04 -0.62 -2.59
H 5.43 0.24 -2.48
H 7.48 0.50 -1.21
H 7.50 0.10 1.22
H 5.45 -0.46 2.47
S -0.26 2.88 -1.61
C -0.23 4.32 -0.71
C 0.61 4.49 0.43
C 0.65 5.69 1.13
C -0.14 6.74 0.74
C -1.06 6.59 -0.34
C -1.11 5.39 -1.01
H 1.19 3.66 0.82
H 1.32 5.84 1.95
H -0.01 7.68 1.22
H -1.78 7.36 -0.54
H -1.87 5.26 -1.80
C -5.12 -2.81 0.90
N -4.67 -1.59 0.25
C -5.61 -0.71 -0.29
C -5.15 0.40 -0.92
C -3.75 0.61 -0.93
N -2.80 -0.17 -0.41
C -3.28 -1.25 0.29
O -2.53 -2.02 0.96
N -3.30 1.73 -1.62
H -5.79 -2.63 1.73
H -4.23 -3.26 1.31
H -5.55 -3.44 0.08
H -6.63 -0.95 -0.10
H -5.86 1.09 -1.36
H -3.95 2.31 -2.17
H -2.24 2.16 -1.56
O 0.09 -3.75 -0.83
N 0.25 -3.79 0.64
C 0.65 -5.01 0.93
C 0.69 -6.02 -0.01
N 0.71 -6.77 -0.90
C 0.99 -5.40 2.24
N 1.17 -5.72 3.34

Results
**Calculated total energy**: -78963.4465 eV
**Gap between HOMO and LUMO (spin up / spin down)**: 0.165 / 0.166 hartree
**LUMO level (spin up / spin down)**: -1.50 / -1.48 eV
**Relative energy (zero: lowest compared OMol25 entry of this formula, charge and spin)**: 26.4 kcal per mole
**2S+1**: 3
**Highest occupied orbital energy (spin up / spin down)**: -5.9924 / -5.9930 eV
**<S²>**: 2.002

2.
This record from the Open Molecules 2025 dataset describes a structure of composition C32H24N4O2PSeZn in a non-equilibrium geometry. The level of theory is ωB97M-V/def2-TZVPD.

CARTESIAN COORDINATES (ANGSTROEM)
Zn -0.02 -1.31 0.46
O 3.72 -4.06 -0.92
C 3.01 -5.16 -1.35
C 3.77 -6.22 -1.91
C 3.08 -7.22 -2.60
C 1.71 -7.16 -2.71
C 0.95 -6.18 -2.08
C 1.57 -5.10 -1.42
C 0.81 -4.03 -0.67
O 1.41 -3.11 -0.03
N -0.51 -4.06 -0.78
N -1.07 -2.96 -0.38
C -2.38 -2.90 -0.27
C -3.06 -1.79 0.34
C -4.48 -1.81 0.45
C -5.10 -0.94 1.26
C -4.28 0.02 1.97
C -2.94 0.05 1.71
N -2.33 -0.81 0.90
H 3.03 -3.48 -0.47
H 4.87 -6.25 -1.87
H 3.64 -8.01 -3.12
H 1.20 -7.88 -3.27
H -0.14 -6.25 -2.13
H -2.90 -3.83 -0.47
H -4.97 -2.65 -0.03
H -6.18 -0.93 1.41
H -4.76 0.59 2.76
H -2.40 0.83 2.17
C 1.32 4.46 4.10
C 0.02 4.72 3.63
C -0.53 4.02 2.55
C 0.21 3.06 1.85
C 1.51 2.77 2.37
C 2.04 3.56 3.40
P -0.55 2.21 0.41
C -1.03 3.55 -0.76
C -2.06 3.18 -1.66
C -2.64 4.16 -2.49
C -2.07 5.44 -2.51
C -1.04 5.79 -1.63
C -0.55 4.88 -0.71
C 0.89 1.52 -0.37
C 1.97 2.29 -0.81
C 2.98 1.70 -1.59
C 2.86 0.37 -1.94
C 1.80 -0.41 -1.51
C 0.86 0.11 -0.57
H 1.82 5.06 4.86
H -0.59 5.50 4.02
H -1.54 4.19 2.18
H 2.05 1.91 1.95
H 3.09 3.37 3.67
H -2.59 2.19 -1.58
H -3.43 3.94 -3.20
H -2.46 6.15 -3.24
H -0.57 6.77 -1.61
H -0.01 5.24 0.14
H 1.99 3.39 -0.59
H 3.77 2.34 -2.01
H 3.67 -0.03 -2.54
H 1.72 -1.43 -1.83
Se 0.78 -0.87 5.26
C 0.62 -1.12 3.47
N 0.41 -1.37 2.34

Results
**Calculated total energy**: -166683.7205 eV
**Net charge**: -1
**Gap between HOMO and LUMO**: 0.245 hartree
**LUMO level**: 1.81 eV
**Relative energy (zero: lowest compared OMol25 entry of this formula, charge and spin)**: 0.0 kcal per mole
**Highest occupied orbital energy**: -4.8535 eV